97
Properties=species:S:1:pos:R:3:forces:R:3:mulliken_charge:R:1 method="wB97M-V/def2-TZVPD" gap_ev=8.3 smiles="NC(N)=O.NC(N)=O.NC(N)=O.NC(N)=O.NC(N)=O.CCO.CCO.CCO.CCO.CCO.CO.CO" lumo_energy_ev=-0.22
H -1.229 0.466 3.919 0.72 0.08 0.23 -0.285
H 1.704 5.248 -0.469 0.56 0.19 -0.09 0.406
C 0.685 3.942 0.861 -0.70 -0.32 -1.34 0.217
H -2.307 1.981 -2.018 0.24 0.14 0.36 0.146
N -1.405 -2.663 -3.269 -0.07 -2.46 -0.69 -0.200
H -1.004 2.028 4.831 -0.76 -0.60 0.55 0.658
H -2.158 -3.016 -1.605 0.18 -1.73 1.86 0.252
C 3.106 -1.941 1.296 0.95 -0.33 0.50 -0.806
H 4.528 2.239 0.466 -0.45 0.01 -0.72 0.350
H 3.838 -1.966 2.109 -0.09 0.28 0.16 0.568
H 3.618 -4.062 0.936 -1.16 1.10 0.23 0.394
C -1.819 -1.404 -3.208 -2.49 1.41 -8.15 0.131
H 0.020 5.577 -0.332 -0.99 1.07 0.40 0.517
H -1.778 -3.123 -4.089 0.26 -0.38 0.20 0.216
C -4.008 0.447 -0.100 3.27 4.55 -1.94 0.327
O -1.872 -3.639 3.368 1.53 0.03 -0.55 -0.624
N 0.060 1.927 -1.566 4.03 -0.86 2.28 2.182
H -2.730 -0.658 -1.343 -1.50 0.42 1.18 -0.670
H -0.577 2.860 1.806 0.11 -0.36 0.58 0.106
H -1.292 0.268 -2.393 -0.82 -0.33 -0.36 -0.196
H 2.658 0.322 -4.393 0.61 -0.42 1.34 0.364
H -0.585 -2.083 2.684 -0.31 -0.54 0.00 0.143
H 2.985 3.888 -3.425 -0.22 -2.33 1.05 0.315
C -1.569 -2.229 3.143 -1.99 -0.65 1.16 -0.459
H 3.634 -1.538 0.457 0.29 0.33 -0.65 0.306
H 0.623 4.608 1.669 0.77 1.17 1.32 0.632
H 1.506 3.234 0.994 0.12 0.18 -0.31 -0.126
O 0.485 2.102 -3.884 -4.26 -0.54 4.69 -0.870
H -5.437 1.089 1.164 0.22 -0.70 -0.35 0.307
H 1.172 -2.458 -1.968 -0.21 -0.85 0.07 0.155
H -0.526 -0.925 -1.597 -0.90 -1.26 -0.81 -1.662
H -0.695 -3.182 -2.661 -0.91 0.69 -1.00 -0.036
H -2.135 2.295 -3.718 0.58 -0.66 1.01 0.282
H 0.264 -4.480 1.057 -0.93 -0.10 0.74 0.125
H 2.749 1.040 2.320 -0.12 -0.02 0.23 0.260
O -0.177 -4.661 -1.440 -3.01 3.43 5.10 -0.734
C -0.178 -0.084 0.672 -0.57 0.96 2.17 0.272
N -5.056 0.271 0.683 -0.80 2.73 1.47 -0.251
O -2.555 -0.797 -4.204 2.89 -3.29 4.99 -0.790
H -2.774 -3.813 3.649 -0.11 0.55 0.02 0.289
H 2.198 -3.469 0.060 -0.29 -0.02 0.56 -0.069
H -4.035 -1.622 -0.639 0.18 2.20 0.07 0.364
H -2.671 -3.159 0.033 -0.03 0.03 0.92 0.253
H -1.576 -1.764 4.103 0.60 0.35 0.91 0.456
O 3.018 1.236 1.425 0.24 -0.79 0.07 -0.674
C 2.698 -3.371 1.039 1.56 -0.38 -1.23 0.048
O -0.003 -1.358 0.155 -0.39 -1.36 0.43 2.635
H 3.562 3.185 1.563 0.46 0.10 0.07 0.305
N -1.314 -0.740 -2.250 2.54 4.50 4.49 2.471
C -0.354 2.061 -2.760 1.40 0.56 -6.38 0.252
O 1.866 -3.817 2.069 -0.56 -0.92 1.09 -0.587
C 0.730 4.802 -0.403 0.39 -1.03 -0.79 -1.501
H 0.722 2.042 3.963 -0.21 0.12 -0.97 0.280
C -1.101 1.558 3.852 -0.78 -0.52 1.75 0.382
O 3.675 3.702 -1.070 -1.97 -3.36 -2.34 -0.781
H -1.100 0.389 0.376 -0.64 0.10 -0.31 -0.635
H 2.860 1.367 -0.400 0.00 -0.26 -1.43 -0.379
N -0.720 -4.208 0.908 2.90 -1.17 1.57 -0.312
O -3.373 1.662 -0.297 -2.93 -5.62 1.11 -0.741
H 4.923 2.095 2.052 -0.67 -0.52 0.84 0.380
H -2.134 3.146 3.080 -0.23 0.57 -0.33 0.532
N -1.690 1.998 -2.827 -1.68 1.47 -3.08 -0.119
H 1.093 1.764 -1.540 -0.91 0.34 0.63 -1.217
N 2.787 1.550 -1.422 -0.15 -2.43 4.60 0.010
C -0.942 -4.091 -0.384 4.49 -4.32 -3.78 0.408
O -0.561 3.254 0.946 -0.42 -0.10 -1.61 -0.669
H 2.316 -1.244 1.557 -0.34 -0.33 -0.09 -0.185
C 1.973 -1.758 -2.115 0.19 -2.21 -2.46 0.056
H 0.906 -0.745 -3.677 -0.11 -0.13 -0.23 0.215
H -3.747 -1.933 2.838 1.02 0.06 0.03 0.600
H 2.719 0.815 -2.096 0.27 -0.60 -0.43 0.435
N 2.828 2.902 -3.019 0.27 5.34 -7.68 -0.043
H -0.600 -1.957 0.679 1.04 0.63 -1.01 -1.139
H 2.124 2.383 -3.518 -0.76 -0.39 0.02 0.102
H 2.923 -2.291 -2.042 -0.03 0.12 0.47 0.615
O 0.079 1.984 3.230 1.49 -0.38 0.12 -0.481
C -2.293 2.083 3.161 -1.32 0.48 -1.82 -1.658
H 0.590 0.636 0.474 0.88 -0.21 -0.58 -0.333
H -0.190 -0.119 1.775 -0.05 0.00 -0.11 0.126
O 2.862 -0.178 -3.555 -0.12 1.02 -2.20 -0.683
N -3.615 -0.655 -0.728 1.60 -2.32 -1.47 0.101
N -2.014 -3.468 -0.637 -4.76 3.54 -4.89 -0.254
H 0.513 4.359 -1.411 0.40 -0.23 1.19 0.101
H -3.293 1.988 3.646 0.97 -0.43 -0.01 0.290
C 1.883 -1.209 -3.528 -0.15 0.44 0.51 -0.469
H -5.444 -0.615 0.817 -0.67 -1.10 0.20 0.161
H -2.745 -0.559 2.454 0.14 0.93 0.07 -0.280
C -2.746 -1.625 2.433 -0.89 -0.17 -0.12 0.190
H 2.397 -4.152 2.813 -0.28 0.25 -0.53 0.299
H -2.753 -1.883 1.401 -0.05 -0.19 -0.90 -0.306
C 3.119 2.749 -1.822 3.74 4.62 6.10 0.175
H 1.809 -1.069 -1.362 0.19 1.80 1.30 -0.711
H -0.381 2.220 -0.711 -0.70 0.25 0.17 -0.157
H -1.307 -3.967 1.751 0.60 -0.56 -1.44 0.330
C 4.033 2.211 1.419 0.87 1.26 0.14 -1.052
H -2.370 1.677 2.102 -0.05 0.51 1.11 0.279
H 2.093 -1.904 -4.365 -0.25 -0.11 0.76 0.377

***

17
Properties=species:S:1:pos:R:3:forces:R:3:mulliken_charge:R:1 method="wB97M-V/def2-TZVPD" gap_ev=10.0 smiles="CC1=CCC[C@H]1O" lumo_energy_ev=1.00
H 2.263 0.388 -0.438 0.10 -0.08 0.35 0.219
H 1.151 -1.699 1.399 -0.02 0.08 -0.10 0.271
C 1.041 -1.179 0.443 0.01 -0.10 0.00 -0.824
H 1.520 -1.806 -0.316 -0.03 0.09 0.12 0.290
H -1.039 -0.755 1.956 -0.16 -0.09 -0.13 0.381
C 1.654 0.241 0.469 0.14 0.02 0.03 -0.391
O -1.301 -1.334 1.226 0.01 0.14 0.17 -0.574
C -0.460 -0.997 0.126 0.20 0.02 -0.33 0.054
C -1.544 1.017 -1.221 -0.13 0.01 -0.04 -1.285
H -1.692 2.097 -1.117 -0.05 -0.20 0.03 0.374
H -0.810 -1.649 -0.681 0.13 0.08 0.05 0.383
C -0.578 0.477 -0.214 0.21 0.11 -0.08 0.410
C 0.473 1.151 0.260 0.01 -0.05 -0.23 -0.654
H 0.566 2.235 0.238 0.05 -0.16 -0.15 0.405
H -2.508 0.503 -1.264 0.10 0.11 0.18 0.322
H 2.305 0.452 1.324 -0.21 -0.05 -0.01 0.356
H -1.042 0.856 -2.190 -0.35 0.07 0.13 0.263

***

18
Properties=species:S:1:pos:R:3:forces:R:3:mulliken_charge:R:1 method="wB97M-V/def2-TZVPD" gap_ev=9.6 smiles=OCCNCO.O lumo_energy_ev=0.77
O 3.806 -0.089 -2.357 1.28 0.64 -2.66 -0.640
H 0.727 -1.080 0.728 -0.34 0.44 -0.37 0.240
O -1.004 1.470 -1.037 -0.88 0.35 -0.58 -0.501
H -0.843 -1.964 2.086 -0.69 -0.16 0.25 0.355
H 4.714 0.287 -2.505 -0.99 -0.44 0.89 0.319
C -0.315 1.687 0.140 4.12 -0.74 -0.60 -0.591
C -1.068 -1.810 1.029 -2.35 -1.77 0.04 -0.487
H -0.123 0.726 2.085 -0.56 -0.05 -1.18 0.297
H -1.095 2.302 -1.498 -0.04 0.20 -0.26 0.299
H -1.701 0.487 1.039 1.90 0.28 0.78 0.296
H -0.420 2.586 0.679 -1.36 1.32 0.54 0.430
H -2.758 -1.568 0.015 -0.31 0.15 -1.29 0.310
H -0.947 -2.800 0.497 0.66 1.26 0.38 0.301
H 0.802 1.781 -0.066 -0.73 -0.40 -0.19 0.231
C -0.527 0.534 1.029 -3.29 0.02 2.39 -0.378
N -0.226 -0.753 0.533 0.58 -1.35 -1.28 -0.279
O -2.604 -1.661 0.939 3.30 0.44 1.36 -0.525
H 3.582 -0.136 -3.336 -0.29 -0.19 1.79 0.321

***

34
Properties=species:S:1:pos:R:3:forces:R:3:lowdin_spin:R:1 method="wB97M-V/def2-TZVPD" charge=-2 gap_ev="4.7 / 4.7" multiplicity=6 lumo_energy_ev="4.94 / 4.93"
C -2.920 1.363 3.361 -0.18 -0.02 0.25 0.014
H 1.504 3.302 -0.244 0.37 0.02 -0.11 0.000
H -4.792 1.566 4.350 -0.15 0.00 0.11 0.000
C -2.089 0.196 -0.884 -1.02 -0.41 -0.16 0.075
C 1.490 1.526 -1.592 1.36 -0.73 1.31 0.002
C -2.961 -0.179 0.201 -1.29 0.92 -1.32 0.049
C -1.867 -2.078 -0.544 -1.26 -0.12 -1.06 0.048
C 2.016 2.406 -0.589 0.50 -1.67 0.01 0.000
Se -0.563 1.439 1.956 1.19 0.02 0.16 0.062
H -3.113 2.147 2.613 0.03 -0.43 0.51 0.001
Br 0.782 -2.403 1.260 0.90 -0.90 0.59 0.115
C -3.570 0.022 5.263 0.01 0.29 -0.32 0.013
C 3.068 1.677 0.100 -0.72 0.30 -0.06 0.001
H -0.482 -0.902 4.090 -0.12 0.10 0.20 0.001
Mn -1.025 -0.858 1.021 2.59 1.44 1.34 4.475
C -2.356 -0.665 5.175 -0.25 -0.40 0.48 0.001
H -2.041 1.175 -1.381 0.17 -0.47 0.71 0.005
C -1.670 0.712 3.302 -0.72 0.38 0.17 0.017
H -1.463 -3.098 -0.697 -0.57 0.83 0.47 0.004
H -3.683 0.530 0.658 0.82 -0.72 -0.09 0.005
H 1.924 -0.668 -1.958 -0.02 0.11 -0.31 0.000
H -3.494 -2.168 1.158 0.81 0.56 -0.81 0.009
C -3.849 1.036 4.328 0.22 -0.40 0.27 0.001
C 2.212 0.286 -1.533 0.47 0.92 1.64 0.002
H 3.559 1.991 1.030 -0.13 0.07 -0.45 0.000
H 0.540 1.651 -2.061 -0.41 0.23 -0.61 0.000
H -0.840 -1.019 -2.258 0.44 -0.01 0.51 0.004
H -2.156 -1.482 5.895 -0.06 0.49 -0.49 0.000
C -1.414 -0.961 -1.341 -1.69 -0.73 0.63 0.058
H -4.309 -0.209 6.027 0.21 -0.10 -0.08 0.001
C -1.412 -0.347 4.203 -0.09 0.53 -0.55 0.018
C -2.889 -1.585 0.421 -0.04 -0.98 -1.39 0.019
H 3.691 -0.470 -0.060 0.64 -0.40 0.32 0.000
C 3.183 0.379 -0.443 -2.03 1.28 -1.88 0.000

***

52
Properties=species:S:1:pos:R:3:forces:R:3:lowdin_spin:R:1 method="wB97M-V/def2-TZVPD" gap_ev="5.3 / 6.8" multiplicity=2 lumo_energy_ev="-0.15 / -0.27"
N -2.679 4.781 5.184 0.06 0.02 0.00 0.000
C -3.302 -1.609 -1.560 0.07 -0.02 -0.01 0.047
S -2.497 2.375 4.095 0.04 -0.01 0.07 0.000
C 0.957 -3.813 -3.190 0.01 -0.02 0.00 -0.001
C 1.145 -3.749 -0.431 -0.01 0.04 0.00 0.016
Sn -2.150 0.611 0.586 -0.14 -0.17 0.23 0.033
C 2.127 -1.068 0.802 0.00 0.01 0.01 0.045
N -1.703 4.714 3.125 -0.08 0.04 -0.03 0.000
H 2.052 -5.659 -3.076 0.00 0.01 0.00 0.001
H -1.504 5.694 3.224 0.07 0.00 0.03 0.000
N -1.355 -1.177 -0.462 0.17 -0.04 -0.07 0.204
H -3.702 -3.383 -2.444 0.00 0.01 0.01 0.001
C 2.089 0.540 2.590 -0.04 0.01 0.02 0.098
C 1.706 -4.803 -1.140 0.01 -0.01 0.03 -0.001
H 1.203 -3.736 0.650 0.00 -0.01 0.01 0.001
H 2.573 1.083 3.388 0.01 0.00 0.00 0.006
H 0.866 -3.841 -4.269 0.00 0.00 0.00 0.000
H -2.727 5.784 5.127 -0.03 -0.01 -0.01 0.000
C 2.583 0.886 -2.384 0.01 -0.01 -0.01 0.003
C 1.620 -4.836 -2.522 0.00 -0.01 -0.04 0.013
H -0.160 -2.001 -3.004 -0.02 0.00 0.00 0.000
H -0.788 0.573 -2.741 0.00 -0.01 -0.01 0.001
C 1.391 0.460 -2.945 0.02 0.01 0.01 0.000
N -2.109 -2.002 -1.268 -0.01 0.04 -0.04 0.000
S -4.084 -0.151 -1.038 0.02 0.14 -0.08 0.003
H 1.373 -0.193 -3.804 0.01 0.00 -0.01 0.000
H 0.142 1.369 2.960 0.01 0.02 -0.01 -0.002
C 0.394 -2.767 -2.481 -0.01 0.02 0.05 0.014
C 1.333 2.091 -0.748 -0.06 -0.03 -0.02 0.002
H 3.528 0.573 -2.805 0.00 0.00 0.00 0.000
H -3.202 4.316 5.903 -0.01 0.00 0.00 0.000
H -5.023 -2.301 -2.376 -0.01 -0.03 0.03 0.002
H -0.738 3.259 2.241 0.03 -0.02 0.00 0.000
H 2.202 -5.604 -0.607 0.00 0.00 0.00 0.000
O -0.957 2.039 -0.784 -0.13 -0.03 0.01 0.015
N -1.185 4.129 1.965 -0.01 0.03 0.01 0.000
H -1.959 3.854 1.366 0.01 -0.03 0.00 0.000
N 0.080 0.047 1.394 0.00 -0.01 -0.15 0.120
C 0.193 0.858 -2.390 -0.02 0.01 0.01 0.010
C 0.493 -2.708 -1.089 -0.01 -0.04 -0.02 0.013
H 3.450 2.062 -0.791 0.01 0.00 -0.01 0.000
N 0.189 1.660 -1.312 0.07 0.04 0.04 -0.001
C -2.288 4.025 4.128 -0.03 0.03 -0.03 0.000
N -4.027 -2.430 -2.399 -0.02 -0.01 -0.08 0.031
C 2.792 -0.364 1.766 0.01 0.00 -0.02 0.047
H 3.858 -0.506 1.898 0.00 0.00 0.00 0.001
C 0.745 0.701 2.350 0.00 0.06 0.06 0.015
C 0.728 -0.882 0.631 -0.05 -0.04 -0.04 0.097
H 2.655 -1.757 0.159 0.02 -0.02 0.00 0.001
C -0.073 -1.577 -0.314 0.00 0.04 0.10 0.164
H 1.196 2.721 0.116 0.01 0.01 0.00 0.000
C 2.547 1.714 -1.271 0.01 -0.02 -0.02 -0.001

***

27
Properties=species:S:1:pos:R:3:forces:R:3:mulliken_charge:R:1 method="wB97M-V/def2-TZVPD" gap_ev="7.4 / 7.4" lumo_energy_ev="-0.03 / -0.80"
H 0.863 -3.131 1.830 -1.58 -1.00 1.45 0.324
P -0.073 -1.313 -0.986 1.62 -0.32 0.46 -0.019
C 2.929 1.212 -2.040 3.44 2.50 -0.35 -0.366
H -1.498 1.382 -0.607 -0.64 -1.43 0.53 0.275
H 3.551 1.491 -2.998 -1.27 -1.06 1.93 0.232
C 1.404 -2.548 1.177 2.80 0.23 -3.83 -0.387
C -4.199 -0.171 0.829 3.21 -0.39 -1.26 -0.432
H 2.562 2.377 1.174 -0.21 -0.52 -0.97 0.279
H -4.448 -2.284 1.112 1.19 0.79 -0.46 0.258
C 3.293 1.939 -0.839 -1.69 -1.02 -1.45 -0.416
C 2.382 1.830 0.215 1.27 0.43 0.92 -0.611
H -5.052 -0.069 1.402 -1.91 0.94 0.49 0.419
C -3.313 0.823 0.388 -1.67 -0.47 0.03 -0.625
C -2.082 0.501 -0.179 0.64 2.32 -0.88 -0.054
F 2.069 -1.547 1.748 -0.13 0.90 0.77 -0.209
H 1.720 -0.338 -2.996 0.52 1.23 1.85 0.177
C -2.468 -1.784 0.409 2.60 -0.44 -1.75 -0.411
C -1.591 -0.777 -0.230 -1.30 -1.70 2.16 0.504
C 1.100 0.153 -0.975 -1.56 -1.47 1.42 0.461
C 1.936 0.286 -2.030 -0.33 -1.29 -4.16 -0.483
H 4.198 2.543 -0.800 -0.40 0.01 -0.04 0.385
H -3.673 1.842 0.345 0.27 0.20 0.29 0.335
H -2.155 -2.826 0.629 0.21 0.78 -0.70 0.260
H 2.197 -3.098 0.546 -1.77 0.57 0.60 0.231
C 1.334 0.928 0.137 -0.63 0.12 0.89 -0.100
H 0.693 0.752 0.990 0.01 0.30 0.15 0.432
C -3.733 -1.493 0.725 -2.68 -0.22 1.90 -0.460

***

56
Properties=species:S:1:pos:R:3:forces:R:3:mulliken_charge:R:1 method="wB97M-V/def2-TZVPD" charge=-1 gap_ev=7.2 lumo_energy_ev=1.95
C -2.795 -3.496 2.542 0.10 -0.09 -0.02 0.715
H 5.331 -5.023 -0.652 -0.01 -0.03 -0.03 0.269
H 0.726 1.718 -1.839 0.12 -0.20 -0.04 0.281
O -2.088 -2.741 1.690 -0.11 0.07 0.02 -0.344
C 3.181 -5.295 -0.576 0.07 -0.08 0.00 -0.434
H -1.739 -2.836 4.353 0.07 -0.03 -0.03 0.316
H 0.515 -3.152 1.176 0.04 0.06 -0.02 0.238
H 3.040 -5.581 -1.620 0.02 0.02 -0.01 0.359
H 1.696 4.712 -2.276 0.11 -0.02 0.18 0.300
C -5.098 3.863 -1.381 -0.18 -0.07 -0.03 -0.262
H 0.273 -3.518 2.884 0.00 0.05 0.05 0.324
H 2.031 1.575 -0.622 0.10 0.10 -0.11 0.364
C -2.311 -3.673 3.966 -0.10 0.20 0.08 -0.901
H 1.816 3.826 -0.094 -0.11 0.18 0.22 0.354
O -3.776 -4.068 2.142 0.00 -0.01 0.01 -0.601
H 2.458 -5.862 0.008 -0.02 0.03 0.01 0.345
C 3.112 -2.943 -1.249 0.09 0.06 0.01 0.817
H 4.099 -4.249 -2.716 0.05 -0.01 0.05 0.344
O -1.026 0.782 -0.483 -0.14 0.52 -0.08 -0.481
H 0.481 3.539 -2.745 -0.16 0.02 0.02 0.359
H -1.200 -1.432 3.053 -0.02 -0.01 0.01 0.320
P -0.881 5.312 -0.174 -0.27 0.83 -0.37 0.309
C -2.555 4.632 -0.725 0.16 -0.05 0.10 0.368
O 2.638 -1.859 -1.069 0.00 -0.01 0.01 -0.527
H -4.216 2.639 -2.901 -0.03 -0.04 -0.01 0.354
H 3.810 -2.580 -3.211 0.03 0.08 0.05 0.303
C 4.586 -5.587 -0.090 0.04 0.09 0.01 -0.994
H -6.111 3.572 -1.639 -0.06 0.04 0.08 0.330
H -0.902 -1.138 1.360 -0.07 -0.03 -0.04 -0.158
H -1.340 6.635 -0.480 0.09 -0.09 -0.06 -0.023
C 1.030 1.952 -0.822 -0.13 -0.07 -0.08 -1.146
H 4.809 -6.650 -0.196 -0.01 -0.01 0.00 0.360
H 4.682 -5.313 0.960 -0.01 -0.02 0.01 0.303
C 0.313 -2.709 2.151 -0.03 -0.17 0.01 -0.910
C 0.757 4.247 -1.946 0.16 0.13 -0.43 -0.775
H -1.356 5.399 1.165 0.05 -0.16 0.06 -0.040
H -1.772 0.942 0.114 0.10 -0.28 0.09 0.349
H -1.893 3.339 -2.294 0.00 -0.01 -0.02 0.292
H -1.694 -4.570 4.008 0.02 0.00 -0.01 0.237
C -2.749 3.728 -1.756 0.05 -0.07 -0.03 -0.086
O -0.246 3.753 0.104 0.14 -0.27 0.19 -0.244
H 1.143 -2.050 2.405 -0.01 0.04 -0.04 0.368
O 0.295 1.112 1.305 -0.09 -0.08 0.02 -0.600
O -0.227 5.214 -1.794 -0.10 -0.07 0.25 -0.552
C -4.037 3.334 -2.091 0.14 0.00 -0.07 -0.576
C 0.099 1.259 0.128 0.07 -0.05 0.16 0.846
F 0.596 5.990 0.352 0.02 -0.04 0.04 -0.415
C 0.917 3.486 -0.614 -0.01 -0.40 -0.13 0.485
H -3.584 5.792 0.733 -0.08 0.00 0.04 0.351
H -3.182 -3.822 4.598 -0.02 -0.09 -0.05 0.309
C -3.702 5.080 -0.081 0.02 0.10 0.07 -0.504
C 4.083 -3.217 -2.375 -0.16 -0.11 -0.13 -1.086
C -0.978 -1.923 2.107 0.17 0.05 -0.02 0.092
N -4.954 4.727 -0.376 0.02 0.00 -0.05 -0.645
H 5.083 -2.941 -2.040 0.01 0.00 0.01 0.266
O 2.812 -3.931 -0.373 -0.13 -0.01 0.04 -0.321

***

19
Properties=species:S:1:pos:R:3:forces:R:3:mulliken_charge:R:1 method="wB97M-V/def2-TZVPD" gap_ev=10.2 smiles=CC[C@@]1(C)C[C@H]1O lumo_energy_ev=0.88
C 1.135 0.634 1.092 0.22 -0.04 -0.24 -0.201
C 0.304 0.287 -0.124 -0.06 -0.02 -0.06 1.339
H -1.207 -2.167 -0.002 -0.05 0.13 -0.03 0.319
H 0.439 -0.559 -2.127 0.08 0.08 0.11 0.386
H -1.749 0.828 -0.456 0.06 -0.09 0.04 0.256
C 0.766 1.706 0.129 0.02 0.16 -0.05 -1.145
H 1.979 -0.013 -1.470 -0.12 -0.05 0.10 0.425
C -1.709 -1.313 -0.470 0.01 -0.11 -0.02 -1.253
H -1.439 0.128 1.117 0.01 0.02 -0.15 0.379
H 2.171 0.288 1.093 -0.15 0.02 0.01 0.348
H 0.017 2.406 0.493 0.09 -0.10 -0.08 0.299
H 1.533 2.137 -0.510 -0.12 -0.07 0.12 0.265
C -1.195 0.029 0.053 -0.03 0.06 0.02 -0.473
H 1.257 -1.514 -0.883 -0.10 0.10 -0.07 0.294
H -2.783 -1.410 -0.275 0.18 0.02 0.01 0.383
H 0.485 -0.163 2.716 -0.03 0.15 0.03 0.338
O 0.556 0.731 2.359 -0.06 -0.24 0.14 -0.546
C 1.029 -0.491 -1.208 0.04 -0.02 -0.04 -1.706
H -1.573 -1.405 -1.553 0.00 0.01 0.17 0.295